Record 1
This record from OMol25 describes C29H45N2PRuS4 as an isolated structure. The level of theory is wB97M-V/def2-TZVPD.

Its multiplicity is 2. As for the net charge: -1. The HOMO-LUMO gap (alpha / beta) is 6.30 / 5.96 eV. Its expectation value of S² is 0.761.

Structure (XYZ):
```
82
Properties=species:S:1:pos:R:3:lowdin_spin:R:1
Ru 0.18 -0.21 -0.16 0.673
C -0.18 -1.83 4.91 0.000
C 0.71 -1.14 3.88 0.002
C 1.61 -0.10 4.55 0.000
C 1.50 -2.16 3.10 0.000
C 2.53 -2.85 3.74 0.000
C 3.22 -3.87 3.10 -0.001
C 2.86 -4.21 1.80 0.001
C 1.85 -3.54 1.13 0.004
C 1.46 -4.00 -0.27 0.001
C 0.67 -5.31 -0.19 0.000
C 2.66 -4.16 -1.20 0.001
C 1.18 -2.49 1.78 0.007
N 0.12 -1.83 1.09 0.025
C -1.04 -2.54 1.02 -0.010
C -1.95 -2.13 0.10 0.016
N -1.54 -1.07 -0.70 -0.008
C -2.37 -0.87 -1.84 0.000
C -1.93 -1.30 -3.11 0.000
C -2.76 -1.11 -4.21 0.000
C -4.02 -0.55 -4.08 0.000
C -4.46 -0.18 -2.82 0.000
C -3.66 -0.32 -1.70 -0.001
C -4.17 0.17 -0.35 0.000
C -5.27 -0.75 0.19 0.000
C -4.70 1.60 -0.44 0.000
C -0.63 -2.08 -3.30 0.002
C 0.21 -1.61 -4.48 0.000
C -0.97 -3.57 -3.44 0.000
H -0.77 -1.09 5.47 0.000
H 0.41 -2.40 5.63 0.000
H -0.88 -2.52 4.43 0.000
H 0.07 -0.62 3.18 0.001
H 1.01 0.74 4.91 0.000
H 2.34 0.30 3.84 0.000
H 2.14 -0.52 5.41 0.000
H 2.79 -2.59 4.76 0.000
H 4.01 -4.40 3.61 0.000
H 3.38 -5.03 1.31 0.000
H 0.80 -3.23 -0.68 0.001
H 1.29 -6.10 0.24 0.000
H 0.36 -5.63 -1.19 0.000
H -0.22 -5.20 0.43 0.000
H 3.33 -4.96 -0.86 0.000
H 3.22 -3.23 -1.27 0.000
H 2.32 -4.44 -2.20 0.000
H -1.20 -3.41 1.65 -0.001
H -2.88 -2.65 -0.10 0.001
H -2.41 -1.43 -5.18 0.000
H -4.66 -0.43 -4.94 0.000
H -5.46 0.24 -2.71 0.000
H -3.33 0.15 0.35 0.000
H -6.14 -0.74 -0.47 0.000
H -5.60 -0.40 1.18 0.000
H -4.93 -1.78 0.29 0.000
H -5.61 1.65 -1.05 0.000
H -3.97 2.27 -0.89 0.000
H -4.95 1.97 0.56 0.000
H -0.05 -1.95 -2.39 0.001
H -0.27 -1.82 -5.43 0.000
H 1.17 -2.13 -4.47 0.000
H 0.43 -0.54 -4.43 0.000
H -1.60 -3.74 -4.31 0.000
H -1.50 -3.93 -2.56 0.000
H -0.06 -4.16 -3.55 0.000
S 0.81 1.27 1.56 0.007
S 2.77 1.95 1.28 0.009
S 3.72 0.29 0.57 0.047
S 2.31 -0.56 -0.73 0.188
C -1.14 1.96 -2.94 0.002
P -0.21 1.81 -1.37 0.022
C 1.34 2.61 -1.88 0.008
C -1.03 3.18 -0.47 -0.001
H -1.07 3.00 -3.27 0.000
H -2.19 1.69 -2.82 0.000
H -0.72 1.32 -3.71 0.000
H 1.15 3.58 -2.35 0.000
H 1.86 1.96 -2.59 0.001
H 1.99 2.74 -1.01 0.001
H -0.98 4.09 -1.06 -0.001
H -0.53 3.32 0.49 0.000
H -2.07 2.93 -0.28 0.000
```

---

Record 2
This record from OMol25 describes C29H46BrCuN3P2 as an isolated structure. The level of theory is wB97M-V/def2-TZVPD.

Its multiplicity is 2. As for the net charge: +2. Its relative energy (zero: lowest compared OMol25 entry of this formula, charge and spin) is 19.2 kcal per mole. The HOMO-LUMO gap (alpha / beta) is 7.26 / 4.01 eV. Its expectation value of S² is 0.752.

Structure (XYZ):
```
82
Properties=species:S:1:pos:R:3:lowdin_spin:R:1
N -5.30 1.85 -6.45 0.000
C -4.48 0.83 -6.72 0.000
C -3.42 0.50 -5.86 0.000
C -3.22 1.21 -4.65 0.000
C -4.14 2.25 -4.38 0.000
C -5.14 2.56 -5.32 0.000
C -2.19 0.76 -3.73 0.001
Cu -0.01 0.08 -0.86 0.001
P 0.46 -1.99 4.25 0.601
C -2.02 1.22 -2.46 0.000
C -1.93 0.30 -1.33 0.001
C -2.82 0.58 -0.25 0.000
C -3.28 -0.40 0.60 0.000
C -2.77 -1.71 0.48 0.000
C -1.85 -2.03 -0.52 0.001
C -1.51 -1.08 -1.51 0.000
Br -3.14 -2.96 1.71 0.014
H -1.64 -0.08 -4.13 0.000
H -2.28 2.26 -2.27 0.000
H -2.77 -0.34 -6.09 0.000
H -4.12 2.80 -3.44 0.000
H -4.65 0.24 -7.64 0.000
H -5.84 3.39 -5.15 0.000
H -3.19 1.59 -0.15 0.000
H -1.22 -1.45 -2.50 0.000
H -3.99 -0.16 1.39 0.000
H -1.39 -3.02 -0.57 0.000
P 1.22 1.81 0.33 0.000
C -0.45 -3.38 3.49 0.081
C -1.34 -4.03 4.55 0.014
H 0.24 -4.09 3.01 0.000
H -1.08 -2.92 2.71 0.017
H -1.87 -4.90 4.15 0.000
H -0.73 -4.36 5.39 0.004
H -2.09 -3.32 4.92 0.001
C -0.82 -0.70 4.10 0.094
C -1.02 0.10 5.38 0.014
H -1.75 -1.21 3.83 0.003
H -0.53 -0.06 3.27 0.011
H -1.77 0.88 5.23 0.000
H -1.38 -0.54 6.20 0.002
H -0.10 0.59 5.71 0.002
C 1.94 -1.71 3.23 0.099
C 3.24 -2.24 3.86 0.015
H 1.99 -0.62 3.09 0.002
H 1.75 -2.20 2.27 0.015
H 4.10 -1.72 3.43 0.000
H 3.27 -2.08 4.95 0.005
H 3.39 -3.31 3.67 0.000
C 2.96 2.07 1.02 0.000
C 3.79 3.26 0.54 0.000
H 3.49 1.13 0.83 0.000
H 2.86 2.15 2.11 0.000
H 4.06 3.20 -0.52 0.000
H 3.28 4.21 0.70 0.000
H 4.73 3.30 1.10 0.000
C 0.32 2.38 1.85 0.001
C -1.01 3.10 1.66 0.000
H 0.99 3.00 2.45 0.000
H 0.15 1.47 2.44 0.001
H -0.90 3.97 1.01 0.000
H -1.77 2.44 1.23 0.000
H -1.37 3.45 2.63 0.000
C 1.15 3.21 -0.87 0.000
C 1.79 2.84 -2.20 0.000
H 1.64 4.10 -0.45 0.000
H 0.10 3.46 -1.02 0.000
H 1.54 3.58 -2.97 0.000
H 2.89 2.78 -2.16 0.000
H 1.43 1.86 -2.56 0.000
C 3.56 -3.97 -2.58 0.000
N 3.26 -2.61 -2.14 0.000
C 4.13 -1.53 -2.19 0.000
C 3.40 -0.41 -1.87 0.000
N 2.09 -0.79 -1.57 0.000
C 2.04 -2.11 -1.75 0.000
H 3.57 -4.01 -3.68 0.000
H 4.54 -4.30 -2.23 0.000
H 2.79 -4.65 -2.22 0.000
H 5.18 -1.63 -2.42 0.000
H 3.75 0.61 -1.82 0.000
H 1.18 -2.75 -1.58 0.000
```

---

Record 3
This record from OMol25 describes C29H46FN7O4PRuSSi as an isolated structure. The level of theory is wB97M-V/def2-TZVPD.

Its multiplicity is 5. As for the net charge: +1. Its relative energy (zero: lowest compared OMol25 entry of this formula, charge and spin) is 23.1 kcal per mole. The HOMO-LUMO gap (alpha / beta) is 8.08 / 4.44 eV. Its expectation value of S² is 6.022.

Structure (XYZ):
```
91
Properties=species:S:1:pos:R:3:lowdin_spin:R:1
Ru 0.57 -0.09 2.04 2.269
C 4.47 5.62 0.91 0.000
Si 4.62 3.77 1.14 0.002
C 6.04 3.38 2.27 0.000
C 4.86 2.97 -0.52 0.008
C 3.02 3.23 2.01 0.000
C 2.46 4.12 2.91 0.015
C 1.28 3.85 3.61 0.000
C 0.66 2.65 3.38 0.012
N 1.20 1.76 2.53 0.003
C 2.35 2.00 1.86 0.031
S 2.82 0.64 0.89 0.218
H 5.21 5.96 0.18 0.000
H 4.65 6.17 1.83 0.000
H 3.49 5.90 0.53 0.000
H 6.96 3.85 1.91 0.000
H 6.22 2.31 2.34 0.000
H 5.86 3.76 3.28 0.000
H 5.68 3.49 -1.03 0.001
H 3.97 3.05 -1.15 0.001
H 5.12 1.92 -0.44 0.005
H 2.94 5.08 3.08 0.001
H 0.85 4.55 4.31 0.000
H -0.26 2.35 3.87 0.002
F 0.24 -5.98 -0.42 0.000
C 0.00 -5.71 0.87 0.000
C 0.85 -5.00 1.60 0.000
N 0.61 -4.70 2.93 0.000
C 1.39 -3.67 3.59 0.001
C 1.09 -2.31 3.00 0.024
O 1.60 -1.26 3.48 0.044
O 0.31 -2.21 2.01 0.018
C -0.55 -5.12 3.57 0.000
O -0.83 -4.82 4.70 0.000
N -1.38 -5.91 2.79 0.000
C -1.25 -6.21 1.43 0.000
O -2.11 -6.81 0.83 0.000
H 1.76 -4.61 1.18 0.000
H 2.46 -3.87 3.52 0.001
H 1.11 -3.65 4.64 0.001
H -2.22 -6.23 3.24 0.000
N -0.79 0.49 0.87 0.239
P -1.18 0.26 -0.59 0.082
N -2.10 -1.21 -0.76 0.533
C -2.57 -1.91 0.42 0.062
C -3.81 -2.73 0.12 0.007
C -3.56 -3.79 -0.96 0.002
C -2.40 -3.36 -1.87 0.018
C -2.37 -1.85 -2.04 0.058
N -0.11 0.12 -1.83 0.011
C 0.79 -1.06 -1.78 0.003
C 1.30 -1.38 -3.20 0.001
C 1.19 -0.15 -4.10 0.000
C 1.60 1.10 -3.33 0.001
C 0.62 1.37 -2.18 0.002
N -2.31 1.35 -1.11 0.180
C -2.81 1.37 -2.49 0.012
C -3.30 2.77 -2.83 0.004
C -4.49 3.17 -1.95 0.001
C -4.41 2.49 -0.57 0.001
C -2.97 2.26 -0.15 0.018
H -2.71 -1.17 1.22 0.013
H -1.73 -2.54 0.75 0.034
H -4.60 -2.04 -0.19 0.001
H -4.16 -3.19 1.05 0.000
H -4.46 -3.92 -1.55 0.000
H -3.33 -4.76 -0.52 0.000
H -2.49 -3.82 -2.86 0.002
H -1.44 -3.68 -1.46 0.000
H -3.35 -1.50 -2.39 0.030
H -1.63 -1.50 -2.76 0.005
H 0.25 -1.91 -1.37 0.001
H 1.61 -0.85 -1.10 -0.001
H 0.75 -2.22 -3.63 0.000
H 2.34 -1.69 -3.12 0.000
H 0.17 -0.04 -4.47 0.000
H 1.83 -0.28 -4.98 0.000
H 1.63 1.97 -3.98 0.000
H 2.61 0.96 -2.92 0.000
H -0.12 2.12 -2.48 0.000
H 1.16 1.75 -1.30 0.001
H -3.64 0.65 -2.59 0.005
H -2.02 1.04 -3.16 0.001
H -3.57 2.80 -3.89 0.000
H -2.47 3.46 -2.70 0.000
H -5.43 2.91 -2.43 0.000
H -4.49 4.25 -1.82 0.000
H -4.92 1.52 -0.60 0.000
H -4.92 3.09 0.18 0.000
H -2.88 1.84 0.84 0.005
H -2.42 3.21 -0.15 0.009
```

---

Record 4
This record from OMol25 describes C29H47AsF3Ge2LiN2OS as an isolated structure. The level of theory is wB97M-V/def2-TZVPD.

As for the net charge: -2. The HOMO-LUMO gap is 5.10 eV.

Structure (XYZ):
```
87
Properties=species:S:1:pos:R:3:lowdin_charge:R:1
Li 0.14 -0.13 1.52 0.431
C 4.31 -1.07 -2.08 -0.233
C 3.50 -2.37 -2.02 -0.475
Ge 1.63 -2.12 -1.20 0.829
C 0.84 -3.77 -2.15 -0.479
C -0.69 -3.78 -2.07 -0.232
C 1.05 -0.93 -2.75 -0.287
C 0.38 0.23 -2.84 -0.327
Ge -0.39 1.25 -1.28 0.805
C -2.07 0.25 -0.88 -0.309
C -3.42 0.98 -0.92 -0.188
C -0.66 3.12 -2.01 -0.314
C -2.05 3.68 -2.31 -0.189
C 0.04 0.74 -4.20 -0.261
C -1.26 1.10 -4.54 -0.062
C -1.60 1.52 -5.82 -0.105
C -0.62 1.60 -6.81 -0.133
C 0.69 1.25 -6.49 -0.111
C 1.01 0.83 -5.21 -0.049
H 5.27 -1.17 -2.61 0.042
H 4.54 -0.70 -1.07 0.047
H 3.74 -0.28 -2.58 0.033
H 4.06 -3.12 -1.44 0.022
H 3.39 -2.78 -3.04 0.029
H 1.25 -4.68 -1.69 0.025
H 1.16 -3.78 -3.20 0.028
H -1.04 -3.69 -1.04 0.037
H -1.14 -4.69 -2.50 0.042
H -1.10 -2.92 -2.62 0.044
H 1.30 -1.39 -3.73 0.052
H -1.92 -0.15 0.13 0.037
H -2.10 -0.61 -1.56 0.048
H -3.42 1.87 -0.28 0.048
H -4.23 0.33 -0.58 0.056
H -3.67 1.31 -1.93 0.042
H -0.04 3.17 -2.92 0.049
H -0.18 3.75 -1.27 0.027
H -2.57 3.11 -3.08 0.037
H -2.00 4.72 -2.65 0.053
H -2.68 3.67 -1.41 0.046
H -2.03 1.03 -3.78 0.092
H -2.62 1.79 -6.05 0.091
H -0.88 1.91 -7.81 0.081
H 1.46 1.31 -7.25 0.087
H 2.04 0.58 -4.97 0.106
F -2.71 -0.74 6.97 0.098
C -2.55 0.59 6.83 -0.602
F -3.75 1.13 7.20 0.069
F -1.69 0.98 7.78 0.102
C -2.17 1.02 5.45 -0.155
C -3.06 1.83 4.76 -0.046
C -2.76 2.23 3.47 -0.084
C -1.56 1.81 2.93 -0.163
N -0.68 1.04 3.58 0.020
C -0.96 0.59 4.83 -0.729
S 0.18 -0.45 5.60 0.510
H -3.97 2.15 5.23 0.105
H -3.45 2.84 2.89 0.087
H -1.24 2.10 1.92 0.079
C -1.13 -3.45 4.53 -0.237
As 0.10 -2.93 3.14 0.937
C 1.93 -2.89 3.73 -0.223
C 0.08 -4.47 1.97 -0.230
O -0.44 -1.63 2.29 -0.611
H -1.07 -4.52 4.70 0.024
H -2.11 -3.17 4.15 0.039
H -0.92 -2.90 5.45 -0.027
H 1.99 -2.97 4.82 0.019
H 2.34 -1.92 3.43 0.028
H 2.47 -3.70 3.25 0.026
H 0.50 -5.35 2.45 0.026
H 0.65 -4.20 1.08 -0.003
H -0.95 -4.67 1.67 0.031
C 1.46 3.30 1.28 -0.076
C 1.72 1.98 0.53 -0.754
C 2.51 2.30 -0.76 -0.075
C 2.62 1.11 1.43 -0.085
N 0.47 1.28 0.28 -0.257
H 2.38 3.88 1.43 0.067
H 1.02 3.08 2.26 0.061
H 0.75 3.92 0.72 0.057
H 3.51 2.70 -0.54 0.072
H 1.98 3.03 -1.37 0.057
H 2.63 1.38 -1.34 0.055
H 3.56 1.63 1.68 0.070
H 2.85 0.17 0.92 0.046
H 2.10 0.89 2.37 0.062
```

---

Record 5
This record from OMol25 describes a 7-piece molecular cluster, C29H47BN6O overall. The level of theory is wB97M-V/def2-TZVPD.

As for the net charge: 0. Its relative energy (zero: lowest compared OMol25 entry of this formula, charge and spin) is 57.1 kcal per mole. The HOMO-LUMO gap is 2.89 eV.

Structure (XYZ):
```
84
Properties=species:S:1:pos:R:3:lowdin_charge:R:1
C 1.13 1.03 -3.06 -0.011
C -0.37 1.29 -3.59 -0.326
C -1.16 -0.03 -3.89 -0.147
C -2.61 0.13 -3.96 -0.174
C -3.18 0.76 -2.65 -0.068
C -2.57 2.14 -2.31 -0.420
N -1.17 2.01 -2.44 0.080
O -0.45 2.66 -1.55 0.178
C -2.98 2.53 -0.89 0.017
C -3.09 3.21 -3.39 0.070
C -0.23 2.21 -4.86 0.007
H 1.64 0.42 -3.77 0.048
H 1.20 0.64 -2.01 0.082
H 1.83 1.90 -2.98 0.097
H -0.90 -0.83 -3.25 0.107
H -0.65 -0.33 -4.81 0.137
H -3.05 -0.88 -3.97 0.144
H -2.84 0.69 -4.77 0.066
H -2.74 0.03 -1.80 0.169
H -4.29 0.87 -2.63 0.148
H -2.56 3.34 -0.65 0.014
H -2.61 1.92 -0.06 0.105
H -3.97 2.51 -0.77 0.067
H -2.95 2.83 -4.28 0.014
H -2.67 4.31 -3.23 0.168
H -3.94 3.55 -3.52 -0.006
H 0.62 1.99 -5.49 0.082
H 0.29 3.23 -4.44 0.156
H -1.21 2.20 -5.27 0.051
B 0.65 -0.47 0.64 -0.472
H 0.03 0.45 0.26 -0.068
H 0.70 -0.70 1.79 -0.081
H 0.36 -1.38 -0.07 -0.043
H 1.79 -0.26 0.43 -0.055
N -2.73 -1.11 1.11 -0.048
C -3.25 -2.05 0.27 -0.148
C -4.82 -1.90 0.28 -0.094
C -5.08 -0.70 1.17 -0.079
C -3.68 -0.23 1.82 -0.018
H -1.71 -1.02 1.16 0.073
H -2.52 -2.69 -0.47 0.145
H -5.68 -2.40 -0.23 0.065
H -6.00 -0.17 1.39 0.047
H -3.32 0.41 2.49 0.020
N 1.59 -3.25 2.76 -0.024
C 2.87 -3.67 2.53 -0.167
C 3.05 -5.02 3.12 -0.130
C 1.76 -5.34 3.72 -0.113
C 0.82 -4.15 3.56 -0.042
H 1.29 -2.28 2.34 0.124
H 3.69 -2.94 2.22 0.115
H 3.96 -5.67 3.13 0.079
H 1.32 -6.17 4.47 0.114
H 0.00 -4.07 3.92 -0.029
N 2.43 1.84 2.59 -0.103
C 3.58 2.07 3.32 -0.110
C 3.33 3.32 4.06 -0.084
C 2.09 3.98 3.47 -0.030
C 1.46 2.90 2.52 -0.030
H 2.22 0.88 2.21 0.118
H 4.40 1.41 3.35 0.101
H 3.96 3.74 4.77 0.045
H 1.42 4.88 3.78 0.095
H 0.61 2.69 1.89 0.079
N 3.63 -1.77 -3.53 -0.022
C 2.51 -2.23 -2.84 -0.085
C 1.56 -2.58 -3.92 -0.115
C 2.02 -2.17 -5.27 -0.074
C 3.36 -1.58 -4.97 -0.092
H 4.52 -1.37 -3.21 0.141
H 2.57 -2.48 -1.75 0.124
H 0.61 -2.90 -3.75 0.035
H 1.63 -2.32 -6.27 0.073
H 4.07 -1.34 -5.69 0.058
N 1.21 0.85 4.65 -0.050
C 1.71 1.05 5.93 -0.168
C 0.95 0.28 6.87 -0.083
C -0.05 -0.48 5.95 -0.073
C 0.08 0.07 4.59 -0.129
H 1.87 1.36 3.90 0.066
H 2.65 1.74 6.02 0.118
H 1.25 0.14 7.90 0.056
H -0.82 -1.22 6.14 0.052
H -0.49 -0.29 3.76 0.057
```